Entry 1:
191
Properties=species:S:1:pos:R:3 method="wB97M-V/def2-TZVPD" gap_ha="0.091 / 0.316" lumo_energy_ev="-3.218 / -3.340" e_homo_ev="-5.68 / -11.94" total_charge=+2 spin_multiplicity=2 energy_ev=-102493.74569
C -6.89 -1.29 0.66
C -6.31 -2.17 1.78
C -5.64 -3.46 1.28
N -5.19 -4.51 2.34
C -4.51 -5.75 1.63
C -3.06 -5.43 1.16
C -2.22 -4.73 2.26
C -2.85 -3.49 2.85
C -4.23 -3.93 3.43
C -6.41 -5.07 3.22
H -6.31 -1.32 -0.26
H -6.82 -0.27 1.03
H -7.87 -1.73 0.45
H -7.03 -2.34 2.59
H -5.50 -1.53 2.11
H -4.81 -3.29 0.59
H -6.29 -4.05 0.64
H -5.05 -6.05 0.73
H -4.52 -6.56 2.36
H -3.03 -4.82 0.25
H -2.55 -6.31 0.76
H -1.18 -4.61 1.96
H -2.11 -5.42 3.09
H -3.15 -2.72 2.14
H -2.11 -3.15 3.58
H -4.73 -3.06 3.86
H -4.07 -4.61 4.27
H -6.93 -4.21 3.63
H -6.10 -5.83 3.93
H -7.04 -5.52 2.45
C 6.07 -1.72 4.28
C 5.66 -0.21 4.07
C 4.31 0.22 4.80
N 3.70 1.58 4.24
C 4.81 2.64 4.24
C 4.35 3.98 3.56
C 3.71 3.71 2.15
C 2.73 2.57 2.16
C 3.22 1.32 2.78
C 2.52 1.98 5.13
H 5.97 -1.93 5.35
H 7.03 -2.01 3.85
H 5.25 -2.28 3.84
H 5.64 -0.05 3.00
H 6.49 0.39 4.46
H 4.47 0.29 5.88
H 3.51 -0.49 4.61
H 5.62 2.20 3.67
H 5.23 2.90 5.22
H 5.22 4.61 3.41
H 3.59 4.50 4.15
H 4.50 3.44 1.44
H 3.33 4.69 1.86
H 2.43 2.29 1.16
H 1.83 3.03 2.57
H 4.03 0.83 2.23
H 2.45 0.56 2.92
H 2.74 2.06 6.19
H 1.83 1.19 4.85
H 2.20 2.94 4.72
C -0.86 -1.80 -7.51
C -2.04 -0.82 -7.17
C -1.95 -0.46 -5.62
N -3.03 0.45 -5.00
C -2.69 0.89 -3.55
C -1.45 1.81 -3.57
C -1.57 3.14 -4.40
C -2.00 2.70 -5.84
C -3.21 1.75 -5.87
C -4.41 -0.24 -5.01
H -1.07 -2.80 -7.16
H 0.10 -1.50 -7.10
H -0.81 -1.86 -8.60
H -2.95 -1.39 -7.36
H -1.96 0.12 -7.72
H -1.01 0.09 -5.49
H -1.88 -1.32 -4.97
H -2.30 -0.05 -3.15
H -3.52 1.35 -3.03
H -0.47 1.42 -3.87
H -1.32 2.12 -2.54
H -0.70 3.76 -4.21
H -2.34 3.68 -3.85
H -1.11 2.35 -6.36
H -2.07 3.67 -6.34
H -3.50 1.45 -6.88
H -4.01 2.23 -5.32
H -5.20 0.39 -4.60
H -4.27 -1.18 -4.48
H -4.70 -0.33 -6.06
C 3.67 -2.91 1.96
C 2.19 -2.91 1.66
C 1.77 -1.88 0.57
N 0.46 -2.14 -0.16
C 0.48 -1.15 -1.36
C 1.10 -1.64 -2.66
C 0.70 -3.05 -3.10
C 0.88 -4.06 -1.99
C 0.20 -3.64 -0.62
C -0.58 -1.76 0.88
H 3.95 -3.53 2.80
H 4.10 -1.93 2.15
H 4.25 -3.27 1.11
H 1.54 -2.82 2.53
H 2.02 -3.93 1.34
H 2.42 -2.03 -0.29
H 1.75 -0.81 0.81
H 0.82 -0.15 -1.08
H -0.59 -0.98 -1.45
H 2.19 -1.64 -2.64
H 0.86 -0.94 -3.46
H 1.19 -3.26 -4.05
H -0.35 -3.19 -3.36
H 1.95 -4.29 -1.93
H 0.50 -5.01 -2.36
H 0.34 -4.42 0.12
H -0.87 -3.82 -0.70
H -0.51 -0.75 1.27
H -0.54 -2.53 1.66
H -1.52 -1.62 0.36
C -3.69 0.67 0.22
C -3.72 0.68 1.68
C -2.68 1.57 2.37
N -2.93 1.64 3.94
C -1.60 2.12 4.67
C -1.28 3.50 4.22
C -2.37 4.48 4.59
C -3.69 4.08 3.93
C -4.09 2.66 4.22
C -3.30 0.27 4.60
H -2.72 0.34 -0.13
H -3.75 1.66 -0.23
H -4.38 -0.10 -0.15
H -3.55 -0.34 2.00
H -4.76 0.89 1.94
H -2.79 2.58 2.00
H -1.67 1.17 2.22
H -0.82 1.41 4.38
H -1.81 2.07 5.74
H -1.08 3.51 3.15
H -0.31 3.78 4.63
H -2.26 5.50 4.23
H -2.43 4.52 5.68
H -3.77 4.40 2.89
H -4.48 4.68 4.37
H -4.84 2.47 3.45
H -4.36 2.46 5.26
H -2.50 -0.43 4.35
H -4.20 -0.10 4.12
H -3.43 0.40 5.68
C 5.70 -0.56 -4.83
C 5.57 0.95 -5.05
C 4.12 1.43 -4.55
N 3.95 2.95 -4.45
C 2.41 3.27 -4.36
C 1.88 2.99 -2.99
C 2.69 3.83 -1.94
C 4.14 3.24 -1.99
C 4.78 3.61 -3.31
C 4.40 3.67 -5.81
H 5.89 -0.80 -3.79
H 6.61 -0.91 -5.31
H 4.85 -1.13 -5.19
H 5.58 1.29 -6.08
H 6.27 1.45 -4.38
H 3.77 1.05 -3.59
H 3.30 1.14 -5.20
H 1.82 2.63 -5.02
H 2.38 4.32 -4.62
H 1.73 1.92 -2.84
H 0.82 3.21 -2.93
H 2.23 3.80 -0.95
H 2.75 4.89 -2.20
H 4.04 2.18 -1.79
H 4.76 3.71 -1.23
H 5.77 3.16 -3.40
H 4.79 4.69 -3.44
H 5.48 3.60 -5.89
H 4.14 4.73 -5.77
H 3.86 3.24 -6.66
Cl -3.07 -2.56 -2.07
B 0.37 -1.17 5.07
F 0.46 -0.56 3.85
F 1.59 -1.30 5.67
F -0.45 -0.40 5.80
F -0.19 -2.36 4.80
B 4.82 0.15 -0.45
F 5.20 -0.95 0.26
F 3.47 0.12 -0.70
F 5.25 1.36 0.13
F 5.38 0.01 -1.75


Entry 2:
182
Properties=species:S:1:pos:R:3 method="wB97M-V/def2-TZVPD" gap_ha=0.148 lumo_energy_ev=-5.724 e_homo_ev=-9.75 total_charge=+4 de_lowest_ev=4.703 energy_ev=-206933.06397
C -7.34 22.66 -18.91
C -6.62 22.75 -17.53
C -7.51 22.50 -16.27
C -8.60 23.50 -16.26
N -9.48 23.69 -14.97
C -8.59 23.88 -13.74
C -9.44 24.64 -12.71
C -10.11 25.66 -13.64
C -10.31 25.03 -15.01
C -10.40 22.39 -14.87
H -6.68 23.03 -19.70
H -8.17 23.36 -18.94
H -7.65 21.63 -19.11
H -6.03 23.66 -17.57
H -5.82 22.01 -17.49
H -6.85 22.51 -15.40
H -7.87 21.49 -16.46
H -9.43 23.29 -16.94
H -8.28 24.52 -16.46
H -8.06 23.01 -13.35
H -7.76 24.56 -13.95
H -10.15 23.97 -12.21
H -8.85 25.08 -11.91
H -11.05 25.96 -13.17
H -9.46 26.53 -13.73
H -11.31 24.69 -15.25
H -9.92 25.63 -15.84
H -11.00 22.31 -13.97
H -9.69 21.56 -14.90
H -11.08 22.37 -15.72
C -3.09 31.29 -23.02
C -3.86 32.27 -22.10
C -5.22 31.73 -21.56
C -6.35 31.49 -22.61
N -7.52 30.55 -22.20
C -8.69 30.50 -23.19
C -9.73 31.53 -22.71
C -9.09 32.29 -21.43
C -8.18 31.17 -20.86
C -6.99 29.12 -21.79
H -2.14 31.77 -23.25
H -3.66 31.02 -23.91
H -2.84 30.36 -22.49
H -4.08 33.15 -22.69
H -3.20 32.49 -21.26
H -5.62 32.47 -20.87
H -4.90 30.94 -20.89
H -5.96 30.88 -23.43
H -6.67 32.45 -23.03
H -9.08 29.49 -23.15
H -8.37 30.71 -24.21
H -10.73 31.11 -22.66
H -10.01 32.25 -23.48
H -9.87 32.63 -20.74
H -8.42 33.10 -21.71
H -8.93 30.54 -20.39
H -7.44 31.48 -20.13
H -6.89 28.69 -22.79
H -7.77 28.62 -21.22
H -6.00 29.24 -21.35
C 7.67 35.74 -19.74
C 8.98 35.07 -20.07
C 9.39 33.99 -19.05
C 10.77 33.37 -19.52
N 11.28 32.16 -18.78
C 12.41 31.42 -19.47
C 12.32 29.97 -18.87
C 10.91 29.77 -18.36
C 10.16 31.09 -18.59
C 11.82 32.58 -17.42
H 6.84 35.05 -19.64
H 7.39 36.50 -20.47
H 7.72 36.15 -18.73
H 9.78 35.79 -20.25
H 8.85 34.56 -21.03
H 8.59 33.26 -18.94
H 9.49 34.53 -18.11
H 11.57 34.11 -19.54
H 10.69 33.11 -20.57
H 13.36 31.93 -19.33
H 12.25 31.52 -20.55
H 12.95 29.77 -18.01
H 12.61 29.27 -19.66
H 10.86 29.51 -17.30
H 10.38 29.01 -18.92
H 9.46 31.29 -17.78
H 9.60 31.05 -19.52
H 12.71 33.19 -17.59
H 12.10 31.75 -16.77
H 11.06 33.20 -16.96
C 3.30 32.24 -15.39
C 2.02 31.69 -16.11
C 2.44 30.28 -16.64
C 2.16 29.13 -15.59
N 2.47 27.69 -16.09
C 1.62 27.23 -17.35
C 1.76 25.71 -17.35
C 1.85 25.31 -15.86
C 2.04 26.58 -15.10
C 3.99 27.54 -16.30
H 3.01 33.26 -15.14
H 4.15 32.39 -16.04
H 3.61 31.50 -14.65
H 1.73 32.36 -16.92
H 1.20 31.55 -15.40
H 3.52 30.35 -16.75
H 2.06 30.13 -17.65
H 1.16 29.20 -15.17
H 2.84 29.29 -14.75
H 2.01 27.81 -18.18
H 0.66 27.61 -17.00
H 2.60 25.31 -17.91
H 0.82 25.28 -17.69
H 2.69 24.63 -15.71
H 0.94 24.79 -15.54
H 2.81 26.50 -14.34
H 1.11 26.98 -14.70
H 4.54 27.82 -15.40
H 4.41 28.07 -17.16
H 4.17 26.47 -16.41
C -3.26 24.93 -6.69
C -2.16 25.57 -7.41
C -0.85 24.81 -7.54
C -0.83 23.51 -8.43
N 0.21 22.49 -7.85
C 1.66 23.02 -7.64
C 2.55 21.94 -8.31
C 1.78 21.41 -9.47
C 0.44 21.34 -8.91
C -0.33 21.89 -6.53
H -3.76 24.08 -7.17
H -4.14 25.57 -6.73
H -3.03 24.78 -5.64
H -2.02 26.55 -6.97
H -2.60 25.68 -8.40
H -0.38 24.67 -6.56
H -0.27 25.52 -8.11
H -0.55 23.67 -9.47
H -1.78 23.01 -8.23
H 1.81 23.26 -6.59
H 1.61 23.98 -8.16
H 2.74 21.13 -7.61
H 3.49 22.44 -8.52
H 2.23 20.52 -9.89
H 1.79 22.27 -10.14
H 0.20 20.41 -8.39
H -0.26 21.49 -9.73
H -1.26 21.37 -6.72
H -0.38 22.72 -5.82
H 0.39 21.16 -6.16
C 7.63 20.82 -16.64
C 7.44 19.70 -17.61
C 7.38 20.15 -19.08
C 7.46 18.92 -19.98
N 7.32 19.13 -21.49
C 7.65 17.83 -22.33
C 8.48 18.20 -23.58
C 8.60 19.69 -23.51
C 8.40 20.10 -22.01
C 5.88 19.69 -21.90
H 6.87 21.60 -16.66
H 8.59 21.34 -16.61
H 7.55 20.33 -15.67
H 6.59 19.11 -17.30
H 8.31 19.05 -17.44
H 8.17 20.83 -19.42
H 6.44 20.67 -19.25
H 6.67 18.21 -19.73
H 8.45 18.48 -19.87
H 6.69 17.39 -22.61
H 8.11 17.10 -21.66
H 7.99 17.82 -24.48
H 9.39 17.59 -23.55
H 7.79 20.09 -24.13
H 9.59 20.01 -23.84
H 8.22 21.16 -21.81
H 9.36 19.80 -21.59
H 5.88 19.64 -22.99
H 5.83 20.73 -21.59
H 5.16 19.12 -21.30
Br -4.64 28.75 -15.58
Br 7.05 27.19 -10.21